C3H10N4O as an isolated structure. Source: the Open Molecules 2025 dataset; level of theory: the ωB97M-V functional and the def2-TZVPD basis.

```
18
Properties=species:S:1:pos:R:3:forces:R:3:nbo_charge:R:1
C -1.0988 -1.5644 1.0410 0.05 -0.48 2.12 -0.415
C 2.0421 -1.0321 -0.4141 -2.70 0.49 -2.65 -0.422
C 0.9502 1.1649 -0.4350 -2.68 -0.57 -0.28 0.775
H -0.6464 -2.8421 1.0842 -2.05 4.06 0.06 0.238
H -2.6143 -1.2444 0.7247 4.32 -1.64 1.54 0.214
H -0.5899 -0.9137 2.3728 -1.72 -1.75 -3.75 0.165
H -1.3188 -0.1382 -0.4521 3.15 -2.94 -0.24 0.339
H 2.0637 -0.6499 -1.6499 1.01 -2.60 3.26 0.214
H 1.9375 -2.1202 -0.0076 0.20 1.91 -1.56 0.232
H 2.8385 -0.5369 0.1005 0.41 0.27 0.25 0.224
H -0.2886 2.5459 -1.2978 0.52 -0.51 -1.14 0.376
H -1.3741 2.5307 0.8446 -0.34 -2.63 -3.82 0.332
H -1.9009 0.5506 0.1411 -0.46 5.90 0.32 0.254
N -0.5732 -0.9349 -0.1423 -0.11 2.86 -1.82 -0.486
N 0.7582 -0.2581 -0.1340 1.56 1.96 1.31 -0.346
N -0.4998 1.5659 -1.0654 3.01 2.88 1.40 -0.556
N -1.6166 1.9345 -0.2458 -0.90 -3.59 4.91 -0.560
O 1.9312 1.9423 -0.4647 -3.28 -3.63 0.09 -0.580
```
Positions in Å, forces in eV/Å.

Calculated values
Highest occupied orbital energy in eV: -8.959
Lowest unoccupied orbital energy in eV: -0.3
Net charge: 0

***

A 2-piece molecular cluster, C3H10N4O overall. Source: the Open Molecules 2025 dataset; level of theory: the ωB97M-V functional and the def2-TZVPD basis.

```
18
Properties=species:S:1:pos:R:3:forces:R:3:nbo_charge:R:1
C -0.6694 0.8593 -1.2910 0.05 0.21 -0.43 -0.718
C 0.7980 0.6235 -1.0856 -0.36 0.16 -0.16 0.676
O 1.5815 0.3631 -1.9725 0.03 -0.01 -0.08 -0.597
N 1.2794 0.7261 0.2008 0.67 -0.17 -0.41 -0.459
N 0.7176 1.0211 1.3883 -2.08 0.35 1.67 -0.100
N -0.5439 1.0969 1.4497 1.95 -0.23 -1.29 -0.062
N -1.0165 1.3157 2.6723 0.02 -0.04 0.90 -0.615
H -1.2443 0.1108 -0.7604 -0.13 -0.09 0.09 0.247
H -0.9511 1.8345 -0.8900 -0.03 -0.11 -0.03 0.239
H -0.8855 0.8182 -2.3577 0.11 -0.04 0.06 0.235
H 2.2826 0.6008 0.2853 -0.32 0.04 -0.05 0.406
H -0.3648 1.5728 3.4083 -0.05 0.06 -0.22 0.366
H -1.9428 1.7082 2.6913 0.17 -0.01 -0.07 0.383
C 0.1913 -2.5267 -0.7498 -0.11 -0.12 0.05 -0.855
H 0.3216 -1.9738 -1.6704 0.05 0.10 -0.14 0.222
H 0.9427 -3.3037 -0.6916 0.14 -0.14 0.01 0.216
H -0.7937 -2.9799 -0.7311 -0.13 -0.07 0.01 0.209
H 0.2973 -1.8669 0.1041 0.02 0.10 0.10 0.206
```
Positions in Å, forces in eV/Å.

Calculated values
Highest occupied orbital energy in eV: -8.747
SMILES: CC(=O)N/N=N/N.C
Lowest unoccupied orbital energy in eV: 1.0
Net charge: 0

***

A 3-piece molecular cluster, C3H10N4O overall. Source: the Open Molecules 2025 dataset; level of theory: the ωB97M-V functional and the def2-TZVPD basis.

```
18
Properties=species:S:1:pos:R:3:forces:R:3:nbo_charge:R:1
C 0.4660 -0.1567 -0.5834 0.36 0.49 1.12 -0.240
C -0.6119 -1.1349 -0.8981 -0.06 -0.02 0.03 -0.640
N -0.0891 1.8855 -1.5162 -0.58 0.88 -1.31 -0.442
C 0.4171 0.6103 0.5187 -0.65 -0.96 -0.51 0.526
N 0.8679 -2.5067 1.3973 0.40 0.75 0.46 -0.488
N -1.1363 2.6158 -1.0600 0.11 0.38 0.50 -0.618
O 1.2565 -1.1990 1.5374 -0.05 -1.34 0.49 -0.469
N 0.1398 1.4282 1.3802 0.41 -0.16 -0.07 -0.666
H 0.7524 2.3964 -1.2382 -0.11 -0.20 0.20 0.310
H 1.4345 -0.2595 -1.0574 -0.11 0.16 -0.09 0.248
H 1.6850 -3.1178 1.3785 -0.10 0.18 -0.15 0.338
H 0.2599 -2.7839 2.1688 0.03 0.15 -0.16 0.334
H -2.0634 2.3417 -1.3606 0.41 -0.31 0.04 0.361
H -1.0888 2.9616 -0.0973 -0.05 -0.18 -0.35 0.360
H 0.3404 1.0987 2.3273 0.01 0.00 -0.04 0.395
H -0.3676 -2.0813 -0.3855 -0.10 0.14 -0.21 0.252
H -0.6785 -1.3039 -1.9731 0.04 0.02 0.04 0.225
H -1.5836 -0.7944 -0.5383 0.04 0.03 0.01 0.214
```
Positions in Å, forces in eV/Å.

Calculated values
Highest occupied orbital energy (spin up / spin down) in eV: -6.405 / -7.614
Lowest unoccupied orbital energy (spin up / spin down) in eV: 0.1 / 1.0
Net charge: 0

***

A 2-piece molecular cluster, C3H10N4O overall. Source: the Open Molecules 2025 dataset; level of theory: the ωB97M-V functional and the def2-TZVPD basis.

```
18
Properties=species:S:1:pos:R:3:forces:R:3:nbo_charge:R:1
H -2.5329 -0.8208 0.5072 -0.06 0.18 -0.03 0.363
N -1.6235 -0.9108 0.0637 -0.19 0.26 -0.91 -0.724
C -1.1956 0.1926 -0.4127 -0.51 -0.25 1.56 0.530
O -1.8029 1.3848 -0.2004 -0.21 -0.41 -0.38 -0.681
C 0.2226 0.2451 -0.8325 1.26 -0.45 2.09 0.066
N 0.5583 1.5027 -1.4398 0.28 0.58 0.21 -0.875
N 0.6141 -0.8952 -1.5938 -0.11 -0.35 -0.33 -0.848
H -1.3211 2.0681 -0.6978 0.28 -0.17 0.05 0.507
H 0.7267 0.1297 0.3855 -0.99 1.03 -3.12 0.194
H 1.4279 1.8885 -1.0949 -0.09 -0.05 -0.14 0.378
H 0.5931 1.4226 -2.4500 0.10 -0.14 0.08 0.384
H -0.0016 -1.6717 -1.3787 0.06 -0.03 0.03 0.397
H 1.5731 -1.1705 -1.4278 -0.03 0.05 0.00 0.362
C 0.8291 -0.3545 1.9635 -0.72 -1.70 2.83 -0.197
N -0.3535 -0.7488 2.3412 1.22 0.69 -0.40 -0.550
H 1.2206 0.5258 2.4731 -0.26 0.52 -0.67 0.186
H 1.6211 -1.0725 1.7084 -0.22 0.07 -0.62 0.166
H -0.5556 -1.7151 2.0857 0.20 0.14 -0.25 0.345
```
Positions in Å, forces in eV/Å.

Calculated values
Highest occupied orbital energy in eV: -9.031
SMILES: [H]/N=C(\O)C(N)N.C=N
Lowest unoccupied orbital energy in eV: 0.7
Net charge: 0

***

C3H10N4O2 as an isolated structure. Source: the Open Molecules 2025 dataset; level of theory: the ωB97M-V functional and the def2-TZVPD basis.

```
19
Properties=species:S:1:pos:R:3:forces:R:3:nbo_charge:R:1
C -0.0821 1.4162 -1.1853 0.00 -0.33 0.06 -0.418
C 0.9511 -0.3514 0.3402 0.04 0.42 -0.14 0.657
N 1.6935 -0.9465 -0.7158 0.11 -0.05 0.01 -0.848
N 1.8439 0.1045 1.3354 0.15 -0.15 0.09 -0.837
N -0.0763 0.6547 0.0377 -0.04 -0.25 0.18 -0.496
H 1.1272 -1.0932 -1.5413 0.05 -0.04 0.04 0.370
H 2.5022 -0.3825 -0.9369 0.00 -0.01 -0.07 0.380
H 1.3210 0.5175 2.0979 0.00 0.01 -0.07 0.386
H 2.3992 -0.6688 1.6809 0.07 0.03 0.03 0.372
H -0.9242 2.1045 -1.1456 0.04 0.12 -0.13 0.209
H -0.1781 0.7979 -2.0878 0.02 0.09 0.00 0.175
H 0.8457 1.9838 -1.2234 -0.04 0.11 -0.10 0.211
C -1.0685 -0.3618 0.3283 0.00 0.39 0.19 0.749
N -1.9744 0.0541 1.3424 -0.07 -0.12 0.25 -0.838
O -1.7328 -0.8846 -0.7940 -0.18 -0.14 -0.28 -0.750
O -0.0925 -1.2616 0.7918 -0.05 -0.20 -0.06 -0.546
H -1.4360 -1.7933 -0.9215 0.08 0.06 0.05 0.490
H -2.5341 0.8240 0.9991 -0.08 0.01 0.03 0.369
H -2.5848 -0.7134 1.5980 -0.12 0.05 -0.08 0.367
```
Positions in Å, forces in eV/Å.

Calculated values
Highest occupied orbital energy in eV: -9.042
Lowest unoccupied orbital energy in eV: 0.8
Net charge: 0

***

An isolated ion of composition C3H10N9 and charge +1. Source: the Open Molecules 2025 dataset; level of theory: the ωB97M-V functional and the def2-TZVPD basis.

```
22
Properties=species:S:1:pos:R:3:forces:R:3:nbo_charge:R:1
H 1.1453 3.1002 -2.5739 0.05 -0.24 0.48 0.347
N 0.2545 2.5999 -2.5744 -0.75 -0.79 0.66 -0.309
N 0.1247 1.9510 -1.5126 1.22 1.88 -1.45 -0.035
N -0.9891 1.2361 -1.3817 -0.37 -1.26 0.95 0.017
N -1.9376 1.1789 -2.2963 -1.61 -0.35 -1.17 0.051
N -2.9083 0.4501 -1.9888 0.96 0.32 0.46 -0.435
H -3.5965 0.4606 -2.7416 0.29 0.28 -0.17 0.367
N -1.1249 0.5877 -0.1374 -0.45 0.45 0.20 -0.472
C -0.1342 -0.4285 0.1108 0.04 -0.51 -0.64 0.254
N 1.1152 0.3020 0.3476 0.14 0.05 0.10 -0.548
C 1.9339 -0.0245 1.3066 0.21 0.18 -0.19 0.394
N 1.7722 -1.1099 2.0212 0.07 -0.13 0.27 -0.524
C 0.6140 -1.9641 1.8017 -0.21 -0.51 -0.17 -0.061
N -0.4573 -1.1292 1.3222 -0.12 0.28 0.00 -0.625
H -2.0894 0.2453 -0.1142 0.25 0.01 -0.02 0.425
H 0.0368 -1.0949 -0.7714 -0.13 0.28 0.36 0.172
H 1.1462 1.1849 -0.1940 0.34 -0.31 0.41 0.462
H 2.7957 0.6046 1.4934 -0.04 0.00 0.05 0.240
H 2.4284 -1.3577 2.7475 0.01 0.18 -0.12 0.442
H 0.3103 -2.4085 2.7517 0.11 0.05 -0.13 0.239
H 0.9038 -2.7718 1.1033 -0.06 0.19 0.18 0.191
H -1.3437 -1.6121 1.2802 0.04 -0.07 -0.05 0.408
```
Positions in Å, forces in eV/Å.

Calculated values
Highest occupied orbital energy in eV: -12.756
SMILES: [H]/N=N/N(/N=N/[H])N[C@H]1NC=[NH+]CN1
Lowest unoccupied orbital energy in eV: -3.3
Net charge: +1

***

A 2-piece molecular cluster, C3H10NO overall. Source: the Open Molecules 2025 dataset; level of theory: the ωB97M-V functional and the def2-TZVPD basis.

```
15
Properties=species:S:1:pos:R:3:forces:R:3:nbo_charge:R:1
C 0.0024 2.1107 -1.9111 -0.02 -0.18 -0.50 -0.175
O 0.5494 1.2547 -1.0345 0.21 0.10 0.35 -0.998
H -0.9479 1.7347 -2.3847 0.00 0.06 -0.02 0.068
H -0.2798 3.1229 -1.5289 -0.01 0.08 0.27 0.070
H 0.6569 2.3585 -2.7942 -0.03 -0.03 0.00 0.069
C -1.1291 -0.7790 0.5849 0.13 -0.14 0.30 -0.400
N 0.2274 -1.1780 0.2958 1.18 -0.68 0.29 -0.682
C 1.0511 -1.5160 1.4691 -1.48 1.57 0.22 -0.423
H -1.1966 0.2858 0.8185 -0.19 0.17 -0.23 0.189
H -1.7618 -1.0481 -0.2569 -0.24 0.33 -0.14 0.181
H -1.5112 -1.3285 1.4510 0.02 -0.16 0.02 0.149
H 0.6984 -0.4056 -0.1908 -0.65 0.04 -0.37 0.440
H 1.4613 -2.5156 1.4503 0.49 -0.14 -0.08 0.168
H 0.4380 -1.4049 2.3694 -0.24 -0.55 0.19 0.158
H 1.7414 -0.6913 1.6621 0.84 -0.46 -0.30 0.185
```
Positions in Å, forces in eV/Å.

Calculated values
Highest occupied orbital energy in eV: -2.359
Lowest unoccupied orbital energy in eV: 4.3
Net charge: -1

***

A 2-piece molecular cluster, C3H10NO overall. Source: the Open Molecules 2025 dataset; level of theory: the ωB97M-V functional and the def2-TZVPD basis.

```
15
Properties=species:S:1:pos:R:3:forces:R:3:nbo_charge:R:1
C 2.2538 1.2818 -0.8925 0.69 0.68 -0.75 -0.175
O 1.6677 0.2825 -0.2284 -0.23 -0.03 0.25 -0.976
H 1.6558 2.0550 -1.4702 -0.69 -0.60 0.02 0.061
H 2.8487 2.0347 -0.3108 0.30 -0.33 0.52 0.065
H 2.9806 0.9384 -1.6870 -0.02 0.04 0.14 0.068
C -1.5732 -0.2821 1.5855 -0.27 -0.64 0.53 -0.407
N -1.0505 -0.0983 0.2581 -0.19 -0.53 0.12 -0.657
C -1.3576 -1.1906 -0.6722 0.60 -0.04 0.99 -0.413
H -2.6679 -0.4011 1.5409 0.10 0.56 0.23 0.158
H -1.2588 -1.1570 2.2232 0.24 -0.07 -0.81 0.126
H -1.2214 0.5540 2.1886 -0.55 0.34 0.04 0.192
H -0.0214 -0.0841 0.3440 0.18 0.81 -0.74 0.439
H -1.2490 -0.8587 -1.6997 0.26 0.00 -0.11 0.192
H -2.3754 -1.5770 -0.5612 -0.06 0.11 0.19 0.155
H -0.6350 -1.9899 -0.4304 -0.38 -0.28 -0.63 0.171
```
Positions in Å, forces in eV/Å.

Calculated values
Highest occupied orbital energy in eV: -2.401
Lowest unoccupied orbital energy in eV: 4.2
Net charge: -1